Molecular formula: C31H31AsN4O3ReS
Method: DFT, ωB97M-V/def2-TZVPD

Element x y z (Å)
1 Re 0.236 -0.078 -0.328
2 C 0.893 -0.302 4.048
3 C 0.862 0.195 2.740
4 N 0.191 -0.400 1.770
5 C -0.511 -1.541 2.053
6 C -0.501 -2.125 3.330
7 C 0.220 -1.458 4.344
8 C -1.156 -3.366 3.509
9 C -1.738 -3.988 2.442
10 C -1.754 -3.395 1.163
11 C -1.198 -2.158 0.974
12 N -1.104 -1.426 -0.241
13 C -1.872 -1.688 -1.398
14 C -3.065 -2.363 -1.480
15 C -3.698 -2.518 -2.730
16 C -3.154 -2.008 -3.875
17 C -1.952 -1.261 -3.819
18 C -1.333 -0.667 -4.940
19 C -0.186 0.061 -4.765
20 C 0.333 0.239 -3.476
21 N -0.229 -0.299 -2.405
22 C -1.336 -1.084 -2.568
23 H 1.460 0.230 4.798
24 H 1.408 1.091 2.471
25 H 0.244 -1.874 5.344
26 H -1.156 -3.826 4.488
27 H -2.193 -4.961 2.566
28 H -2.177 -3.950 0.339
29 H -3.548 -2.758 -0.600
30 H -4.633 -3.060 -2.770
31 H -3.641 -2.148 -4.830
32 H -1.767 -0.796 -5.923
33 H 0.327 0.515 -5.600
34 H 1.230 0.824 -3.319
35 C 0.274 3.697 1.545
36 C -1.089 3.013 1.456
37 As -1.304 1.945 -0.164
38 C -1.232 3.162 -1.690
39 C 0.179 3.607 -2.066
40 C -3.163 1.318 -0.129
41 C -4.193 2.430 0.025
42 H 0.456 4.051 2.559
43 H 0.320 4.563 0.886
44 H 1.090 3.027 1.263
45 H -1.894 3.748 1.485
46 H -1.249 2.329 2.293
47 H -1.870 4.019 -1.467
48 H -1.706 2.619 -2.512
49 H 0.554 4.366 -1.382
50 H 0.183 4.038 -3.066
51 H 0.886 2.776 -2.049
52 H -3.239 0.594 0.686
53 H -3.314 0.769 -1.062
54 H -4.107 2.926 0.991
55 H -5.198 2.014 -0.041
56 H -4.099 3.181 -0.760
57 O 2.005 -2.814 1.248
58 C 2.587 -1.939 0.662
59 N 2.033 -1.246 -0.424
60 S 2.969 0.005 -0.844
61 O 3.389 0.094 -2.198
62 O 2.025 1.135 -0.469
63 C 4.264 -0.244 0.293
64 C 5.462 0.426 0.439
65 C 6.346 -0.082 1.383
66 C 6.032 -1.221 2.121
67 C 4.827 -1.893 1.942
68 C 3.935 -1.388 1.012
69 H 5.705 1.294 -0.158
70 H 7.298 0.407 1.537
71 H 6.748 -1.596 2.839
72 H 4.589 -2.789 2.499

Forces on atoms 1 to 2 (eV/Å):
Re -0.414 -0.365 0.182
C -0.019 -0.037 0.044

As for the expectation value of S²: 0.849. For the highest occupied orbital energy (spin up / spin down), the calculation gives -14.04 / -13.74 eV. The spin multiplicity is 2. The calculation puts the strongest force on any atom at 0.0113 Eh/bohr. Its charge is +2. The value obtained for the LUMO energy (spin up / spin down) is -7.6 / -7.0 eV. The HOMO-LUMO gap (spin up / spin down) is 6.4 / 6.7 eV. As for the energy above the lowest of the compared OMol25 structures with the same formula, charge and spin: 0.000 eV.



Molecular formula: C31H31F5N4O19
Method: DFT, ωB97M-V/def2-TZVPD

Element x y z (Å)
1 O 2.543 -1.179 0.151
2 N 2.376 -1.526 1.289
3 O 2.327 -0.773 2.216
4 C 2.025 -2.968 1.543
5 C 2.030 -3.821 0.430
6 C 1.693 -5.167 0.725
7 C 1.598 -5.642 2.031
8 C 1.766 -4.723 3.054
9 C 1.889 -3.388 2.852
10 H 2.111 -3.608 -0.610
11 H 1.462 -5.871 -0.077
12 H 1.383 -6.685 2.196
13 H 1.703 -5.066 4.076
14 H 1.914 -2.719 3.699
15 O 0.627 -5.833 -4.944
16 N 0.205 -4.996 -4.187
17 O 0.278 -3.804 -4.416
18 C -0.303 -5.459 -2.891
19 C -0.349 -6.800 -2.705
20 C -0.737 -7.257 -1.432
21 C -1.244 -6.354 -0.473
22 C -1.321 -5.010 -0.835
23 C -0.894 -4.533 -2.069
24 H -0.012 -7.466 -3.486
25 H -0.799 -8.313 -1.255
26 H -1.250 -6.576 0.625
27 H -1.656 -4.309 -0.067
28 H -1.023 -3.477 -2.358
29 O -3.265 2.668 0.783
30 C -3.671 2.081 -0.173
31 O -3.132 1.006 -0.660
32 C -3.722 0.715 -1.984
33 C -4.756 1.794 -2.074
34 F -6.010 1.273 -2.428
35 O -4.838 2.401 -0.821
36 H -2.882 0.776 -2.664
37 H -4.100 -0.349 -2.020
38 H -4.672 2.569 -2.835
39 O 0.072 -1.325 4.262
40 C -0.889 -0.697 4.000
41 O -0.920 0.640 3.765
42 C -2.255 1.066 3.606
43 C -3.034 -0.214 3.630
44 F -3.580 -0.497 2.353
45 O -2.084 -1.190 3.976
46 H -2.439 1.739 4.485
47 H -2.388 1.673 2.748
48 H -3.871 -0.249 4.378
49 O -0.421 3.465 1.883
50 C 0.461 3.048 2.620
51 O 1.592 2.479 2.341
52 C 2.215 2.046 3.610
53 C 1.521 2.859 4.667
54 F 2.330 3.901 5.014
55 O 0.374 3.312 3.948
56 H 1.877 1.011 3.840
57 H 3.297 2.238 3.557
58 H 1.231 2.377 5.589
59 O 4.399 2.966 1.685
60 C 3.937 3.437 0.693
61 O 3.018 4.411 0.578
62 C 2.481 4.414 -0.772
63 C 3.609 3.645 -1.498
64 F 4.560 4.545 -2.072
65 O 4.242 2.928 -0.562
66 H 1.484 3.903 -0.857
67 H 2.437 5.460 -1.033
68 H 3.313 3.013 -2.321
69 O -1.190 -1.448 -0.181
70 C -0.653 -0.427 -0.448
71 O -0.038 0.424 0.370
72 C 0.681 1.450 -0.407
73 C 0.325 1.094 -1.845
74 F 1.384 0.643 -2.564
75 O -0.573 0.069 -1.697
76 H 0.286 2.464 -0.209
77 H 1.754 1.420 -0.231
78 H -0.149 1.951 -2.320
79 C 1.122 2.055 -5.614
80 C 1.266 3.117 -4.577
81 N 1.330 3.858 -3.684
82 H 0.103 2.042 -5.993
83 H 1.323 1.140 -5.037
84 H 1.837 2.244 -6.411
85 C -2.131 5.357 -0.625
86 C -2.152 4.188 -1.477
87 N -2.174 3.342 -2.240
88 H -1.245 5.999 -0.894
89 H -1.957 5.082 0.423
90 H -3.011 5.924 -0.659

Forces on atoms 1 to 2 (eV/Å):
O 0.512 0.082 -1.295
N -1.559 -1.089 0.099

For the highest occupied orbital energy, the calculation gives -9.72 eV. The calculation puts the strongest force on any atom at 0.0622 Eh/bohr. Its charge is 0. The value obtained for the LUMO energy is -0.4 eV. The HOMO-LUMO gap is 9.3 eV. As for the energy above the lowest of the compared OMol25 structures with the same formula, charge and spin: 0.000 eV. The SMILES is O=[N+]([O-])c1ccccc1.O=[N+]([O-])c1ccccc1.O=C1OC[C@@H](F)O1.O=C1OC[C@@H](F)O1.O=C1OC[C@@H](F)O1.O=C1OC[C@@H](F)O1.O=C1OC[C@@H](F)O1.CC#N.CC#N.